Run one
Molecular formula: C4H7NS
Method: DFT, the ωB97M-V functional and the def2-TZVPD basis

Element x y z (Å)
N -0.21 1.08 -1.26
H 1.80 -2.25 0.86
C -2.13 0.51 0.20
C -0.72 0.55 -0.25
H 3.10 -1.03 0.80
C 1.07 -0.72 -0.40
H -2.40 -0.52 -0.03
H 1.43 -0.74 1.53
H -2.73 1.38 -0.22
H -2.08 0.63 1.31
C 1.98 -1.21 0.73
S 1.49 0.77 -1.26
H -0.60 1.55 -2.01

Calculated values
**LUMO**: 0.020 hartree

***

Run two
Molecular formula: C4H7NS
Method: DFT, the ωB97M-V functional and the def2-TZVPD basis

Element x y z (Å)
S -0.63 1.69 -1.26
H 1.95 0.74 -1.60
C 0.23 -1.16 1.27
H 1.97 -0.72 -0.73
H -0.16 -1.71 3.35
H -1.55 -0.45 0.25
H 1.29 -1.04 1.30
C -0.39 -2.06 2.33
C -0.41 -0.49 0.35
H -1.48 -2.07 2.18
C 0.22 0.44 -0.62
H 0.00 -3.09 2.25
N 1.47 0.13 -0.97

Calculated values
**LUMO**: 0.014 hartree
**SMILES**: C/C=C/C(N)=S

***

Which one sits at the bottom of the stability order? run one does.

***

Run one
Molecular formula: C4H7NS
Method: DFT, the ωB97M-V functional and the def2-TZVPD basis

Element x y z (Å)
H 0.91 0.54 -0.33
H -2.11 3.11 0.82
N 0.54 -0.34 1.33
H 2.37 -2.31 -1.93
H 1.06 -3.26 -3.06
H -2.07 2.29 -0.65
S 1.03 -2.34 -1.82
H -1.43 -0.87 1.85
C -1.77 2.10 0.35
C -1.32 1.06 0.91
C -0.85 -0.08 1.37
C 1.29 0.16 0.56
H 2.36 -0.07 0.60

Calculated values
**LUMO**: 0.021 hartree
**SMILES**: C=C=CN=C.S

***

Run two
Molecular formula: C4H7NS
Method: DFT, the ωB97M-V functional and the def2-TZVPD basis

Element x y z (Å)
C 2.41 -0.10 0.13
C -2.47 0.24 0.01
H -2.68 0.16 1.07
C -1.03 0.33 -0.09
H -2.65 -0.72 -0.45
H 0.09 -1.63 -0.35
C -0.07 -0.59 -0.35
H -3.01 1.10 -0.41
H 2.10 -0.90 0.69
H 3.23 -0.43 -0.63
N 1.10 0.19 -0.40
H 2.80 0.73 0.76
S 0.17 1.64 -0.01

Calculated values
**LUMO**: 0.029 hartree

***

Which one sits at the bottom of the stability order? run one does.

***

Run one
Molecular formula: C4H7NS
Method: DFT, the ωB97M-V functional and the def2-TZVPD basis

Element x y z (Å)
H 0.46 2.33 2.13
C 1.30 2.07 1.42
C 1.22 0.27 -0.52
N -0.08 0.47 0.01
H 2.27 2.12 1.94
H 1.08 -0.03 1.76
H 1.66 1.01 -1.22
C 0.99 0.69 0.96
C -1.04 -0.44 0.05
S -1.30 -1.63 -1.07
H 1.54 -0.76 -0.65
H 1.29 2.81 0.61
H -1.70 -0.30 0.90

Calculated values
**LUMO**: 0.016 hartree
**SMILES**: C[C@@H]1CN1C=S

***

Run two
Molecular formula: C4H7NS
Method: DFT, the ωB97M-V functional and the def2-TZVPD basis

Element x y z (Å)
H -2.65 1.07 0.86
C 2.35 -1.12 -0.14
S 3.13 0.31 0.56
H 2.82 -1.74 -0.91
H -0.32 1.73 0.80
C 1.71 0.11 -0.53
H -3.34 0.48 -0.66
H 1.71 0.55 -1.63
N -1.32 0.04 -0.09
H 2.03 -1.81 0.68
C -0.38 0.77 0.22
H -3.05 -0.62 0.67
C -2.68 0.26 0.18

Calculated values
**LUMO**: 0.022 hartree

***

Which one sits at the bottom of the stability order? run two does.

***

Run one
Molecular formula: C4H7NS
Method: DFT, the ωB97M-V functional and the def2-TZVPD basis

Element x y z (Å)
C 1.40 0.30 0.22
H 1.57 1.89 -1.27
S 2.07 -0.79 -0.93
H 2.07 2.40 0.36
H 1.42 0.09 1.29
C 1.33 1.72 -0.24
H 2.43 -1.91 -0.26
H -3.83 -0.93 -0.55
C -3.04 -1.35 0.18
H -3.45 -1.79 1.05
H 0.42 2.19 -0.11
N -0.62 -0.89 0.06
C -1.78 -0.93 0.21

Calculated values
**LUMO (spin up / spin down)**: 0.018 / -0.038 hartree

***

Run two
Molecular formula: C4H7NS
Method: DFT, the ωB97M-V functional and the def2-TZVPD basis

Element x y z (Å)
C -1.55 1.46 -0.26
S -1.45 -1.43 -0.17
C -1.27 0.21 0.63
C 0.06 -0.31 0.56
H -1.74 0.46 1.57
H -2.46 2.04 -0.01
H -1.65 1.11 -1.31
H 1.62 -1.74 -1.06
C 2.16 -1.16 -0.20
H 2.99 -0.57 -0.50
H -0.58 2.18 -0.27
N 1.27 -0.28 0.40
H 2.60 -1.97 0.62

Calculated values
**LUMO**: 0.030 hartree
**SMILES**: C/N=C1\S[C@@H]1C

***

Which one sits at the bottom of the stability order? run one does.

***

Run one
Molecular formula: C3HClF2
Method: DFT, the ωB97M-V functional and the def2-TZVPD basis

Element x y z (Å)
F -0.24 -2.41 0.39
F -0.35 2.39 0.73
C 1.02 0.83 0.01
C -0.45 -1.27 -0.18
Cl -1.90 -1.08 -1.04
H 1.50 1.78 0.19
C 0.42 -0.23 -0.11

Calculated values
**LUMO**: -0.099 hartree

***

Run two
Molecular formula: C3HClF2
Method: DFT, the ωB97M-V functional and the def2-TZVPD basis

Element x y z (Å)
C 2.46 -0.52 -0.01
Cl -1.06 -1.15 0.01
H 3.37 -1.06 -0.09
F -0.40 1.17 1.14
C 1.34 -0.02 -0.02
F -0.47 1.19 -1.13
C -0.04 0.42 0.01

Calculated values
**LUMO**: 0.011 hartree
**SMILES**: C#CC(F)(F)Cl

***

Run three
Molecular formula: C3HClF2
Method: DFT, the ωB97M-V functional and the def2-TZVPD basis

Element x y z (Å)
C 0.24 -0.52 1.50
C 0.20 -0.40 0.07
F -1.57 2.71 -1.17
F -0.15 0.01 -1.13
Cl 1.49 -3.00 0.40
H -1.14 2.61 -0.25
C 0.93 -1.42 0.57

Calculated values
**LUMO**: 0.001 hartree
**SMILES**: FC1=C=C1Cl.F

***

Which one sits at the bottom of the stability order? run one does.

***

Run one
Molecular formula: C5H38N2O13
Method: DFT, the ωB97M-V functional and the def2-TZVPD basis

Element x y z (Å)
H -1.78 2.17 -3.51
H 0.20 -1.93 1.27
H 3.88 -1.11 -3.29
H 3.93 -2.74 0.52
H 2.70 -0.35 -2.35
H 2.74 1.50 -1.86
N 1.14 -0.41 -1.15
H 2.85 1.99 -0.09
O 1.80 1.75 -4.08
H 1.43 -0.60 -0.21
O 2.63 -2.06 3.13
H -0.57 1.97 4.54
C -2.49 1.59 0.26
O -1.77 1.31 -3.20
H 0.45 1.42 -2.18
H 0.77 0.07 3.09
C -3.79 0.67 0.48
O -0.52 2.66 3.95
H 3.46 -1.20 0.47
H 2.52 1.17 -3.87
H 2.44 -1.17 2.97
O -0.80 -1.41 -3.86
H -4.63 1.20 1.05
N -1.31 0.83 -0.29
H -1.33 0.83 -1.36
C 0.93 1.15 -1.19
H -0.32 2.66 0.03
H -0.44 -1.78 -4.57
H -1.34 2.28 3.35
C 0.02 1.63 -0.11
H 1.02 1.16 -4.07
H -1.36 -0.57 3.87
H 0.34 1.33 0.86
H 2.16 3.03 -1.19
H -0.09 -0.75 -3.70
H 3.55 -2.18 3.08
H 1.35 1.23 2.62
H 0.30 -1.06 -1.31
H -3.64 -0.08 1.16
O 3.29 -0.33 -3.23
C 2.26 1.93 -1.02
H -2.16 2.15 1.12
O -0.09 -1.91 4.01
H 0.39 -2.40 4.70
H 0.08 -2.54 3.26
O 4.16 -1.77 0.77
H -2.85 2.58 -0.31
H -3.91 -0.61 -0.95
H -1.61 -2.89 -0.96
H -1.66 -2.36 -2.42
H -1.27 -1.72 1.02
O -4.18 0.29 -0.82
O -0.65 -2.34 1.28
H -2.65 1.06 -3.01
O -2.10 -2.58 -1.58
H -1.53 0.53 2.82
O 1.33 0.23 2.34
O -1.08 0.29 3.66

Calculated values
**LUMO**: 0.007 hartree

***

Run two
Molecular formula: C5H38N2O13
Method: DFT, the ωB97M-V functional and the def2-TZVPD basis

Element x y z (Å)
H 2.52 -0.56 2.91
H 1.47 1.88 -3.64
C -0.26 -0.94 -1.23
H 1.84 1.97 1.63
H 2.78 0.97 -2.01
O -2.76 1.18 2.29
H -3.25 0.54 1.72
H 0.66 0.85 2.32
H 2.21 -2.82 -0.65
H -1.59 3.22 -0.22
H 0.62 0.94 -2.69
H 4.13 0.87 1.92
H -0.61 -0.87 -3.26
O 1.31 1.70 -2.70
H -0.02 -2.84 0.66
N 0.96 0.65 0.25
H 1.23 1.23 -0.53
O -3.89 -0.71 0.57
H -1.08 0.85 -0.28
C -1.05 -2.91 0.27
H -2.82 2.33 -0.50
H -1.57 -1.93 1.98
C 0.87 1.49 1.45
H -0.99 -2.84 -1.87
O 3.58 0.59 -1.57
C -1.20 -2.15 -1.05
H -4.73 -1.07 0.88
O -3.50 0.99 -1.47
H 3.36 -1.10 1.77
H -1.48 0.21 -2.39
H -3.13 -1.32 0.81
O 3.45 -0.69 2.65
H 0.68 4.02 -0.62
H -3.70 0.32 -0.78
H -0.74 -0.45 0.81
H 0.07 2.23 1.41
O 2.88 -1.43 0.14
O -2.43 2.89 0.20
O -2.00 -2.46 1.27
H 4.36 0.95 -2.00
H 4.05 1.32 0.41
C -0.36 0.06 -0.06
H 3.35 -0.88 -0.53
H -1.60 0.04 2.91
H -1.41 -0.96 4.14
H -1.27 -3.97 0.16
H 0.76 -1.30 -1.29
H 0.41 2.94 -1.71
O 4.35 1.60 1.28
O 1.79 -3.55 -1.15
O -1.10 -0.75 3.24
H -4.34 1.25 -1.86
H 2.49 -4.22 -1.25
H 2.08 -0.83 0.30
H -2.25 -1.85 -1.12
O -0.02 3.59 -1.10
N -0.57 -0.22 -2.49
H -2.55 1.92 1.67

Calculated values
**LUMO**: 0.004 hartree

***

Which one sits at the bottom of the stability order? run one does.

***

Run one
Molecular formula: C4H13N3O
Method: DFT, the ωB97M-V functional and the def2-TZVPD basis

Element x y z (Å)
H 1.55 -0.29 -1.33
H -2.61 -0.04 0.55
H 1.96 -2.38 0.87
H -1.10 2.16 1.80
C -0.38 0.60 0.47
N 1.65 -2.69 -1.15
O -2.77 0.72 -0.10
C -2.13 2.00 -0.09
H -2.89 2.83 0.28
H -0.77 -0.20 1.09
H 0.32 -1.92 0.32
H 2.54 -2.52 -1.51
N -0.96 1.97 0.77
H -1.92 2.07 -1.24
C 1.43 -1.88 0.01
H 1.56 1.48 0.06
C 1.15 0.62 0.40
H 0.88 -2.95 -1.71
H 1.46 0.60 1.45
N 1.76 -0.47 -0.38
H -0.76 0.30 -0.57

Calculated values
**LUMO (spin up / spin down)**: -0.108 / -0.305 hartree
**Total charge**: +1
**Multiplicity**: 2

***

Run two
Molecular formula: C4H13N3O
Method: DFT, the ωB97M-V functional and the def2-TZVPD basis

Element x y z (Å)
O 1.16 -3.76 -0.16
C -0.95 1.72 1.03
C 0.28 -1.63 -0.68
N 0.13 1.40 1.85
H -0.04 1.45 2.85
H -1.80 2.82 -1.81
H -2.59 3.64 -0.60
H -0.52 -1.66 0.07
H 0.69 0.38 -0.28
H 1.97 -4.24 0.05
H -0.06 3.13 -0.33
H -1.90 1.28 1.33
H 0.56 0.50 1.67
H 0.02 0.14 -1.67
H 1.58 -2.11 0.97
H 0.00 -2.14 -1.59
N 0.72 -0.28 -1.05
C -0.97 2.61 -0.01
H 2.36 -2.12 -0.68
N -2.07 2.79 -0.83
C 1.48 -2.38 -0.08

Calculated values
**LUMO (spin up / spin down)**: -0.154 / -0.316 hartree
**Total charge**: +1
**Multiplicity**: 2

***

Which one sits at the bottom of the stability order? run one does.

***

Run one
Molecular formula: C2H5OP
Method: DFT, the ωB97M-V functional and the def2-TZVPD basis

Element x y z (Å)
P 0.10 1.24 0.12
H 1.13 -0.35 1.34
H 0.12 1.25 -1.31
H -1.27 -1.00 -0.16
O -2.64 0.59 0.30
C 1.15 -0.34 0.21
H 0.81 -1.22 -0.47
C -1.59 0.10 0.12
H 2.19 -0.27 -0.16

Calculated values
**LUMO**: 0.027 hartree
**SMILES**: CPC=O

***

Run two
Molecular formula: C2H5OP
Method: DFT, the ωB97M-V functional and the def2-TZVPD basis

Element x y z (Å)
O 0.52 0.93 -1.81
H -0.30 0.76 -2.29
C 0.84 -0.11 -1.02
H 0.51 -1.10 -1.29
H 1.81 -0.01 -0.55
H -1.49 -0.50 2.95
H -0.71 1.13 1.04
C -0.44 0.09 0.99
P -0.73 -1.19 1.97

Calculated values
**LUMO (spin up / spin down)**: 0.022 / 0.022 hartree

***

Which one sits at the bottom of the stability order? run two does.